Record 1
15
Properties=species:S:1:pos:R:3:forces:R:3:nbo_charge:R:1 method="wB97M-V/def2-TZVPD" max_force_ev_per_a=1.78 relative_energy_ev=1.3354 total_charge=+1 homo_energy_ev=-15.074 homo_lumo_gap_ev=11.276
C 2.118 -0.192 -0.779 1.428 0.089 1.064 -0.6196
C 1.255 0.614 0.180 -0.868 0.921 0.330 -0.4443
C -0.230 0.491 -0.104 0.622 1.089 0.603 -0.0927
C -0.994 -0.362 0.535 -0.058 -0.270 0.250 -0.1162
N -2.454 -0.428 0.289 0.262 0.174 0.397 -0.6770
H 1.584 -1.006 -1.186 -0.700 -0.789 -0.766 0.2123
H 2.645 0.368 -1.545 -0.453 0.249 -0.184 0.2373
H 2.927 -0.668 -0.216 -0.042 0.098 0.075 0.2371
H 1.387 0.413 1.244 0.305 -0.634 -0.127 0.2254
H 1.456 1.688 0.146 0.245 -0.075 -0.324 0.2349
H -0.630 1.338 -0.653 -0.344 -0.513 -0.770 0.2210
H -0.648 -0.950 1.370 -0.070 -0.515 -0.201 0.2367
H -2.681 0.342 -0.343 -0.410 -0.086 0.019 0.4499
H -2.962 -0.337 1.173 -0.122 0.299 -0.103 0.4469
H -2.774 -1.312 -0.111 0.205 -0.038 -0.262 0.4483


Record 2
30
Properties=species:S:1:pos:R:3:forces:R:3:nbo_charge:R:1 method="wB97M-V/def2-TZVPD" max_force_ev_per_a=0.85 relative_energy_ev=0.0000 total_charge=-1 homo_energy_ev=-4.470 homo_lumo_gap_ev=7.460
I -19.315 16.249 8.958 0.035 -0.122 -0.127 -0.9110
C -17.366 20.507 9.549 -0.096 -0.346 0.766 -0.6379
C -18.347 20.056 10.645 -0.171 -0.665 -0.343 -0.0560
O -19.535 19.527 10.080 -0.162 0.482 0.122 -0.7687
H -16.658 21.241 9.940 0.057 -0.002 -0.078 0.1850
H -17.924 20.929 8.718 0.009 0.050 -0.068 0.2119
H -16.821 19.619 9.230 0.059 0.142 -0.337 0.2123
H -18.618 20.873 11.318 -0.109 0.079 -0.132 0.1504
H -17.909 19.258 11.256 0.311 0.274 0.095 0.1616
H -19.411 18.584 9.863 0.050 0.100 -0.021 0.4990
C -18.901 11.704 11.933 0.223 -0.356 0.698 -0.0794
C -18.523 12.454 10.689 0.519 0.022 0.194 -0.0858
O -17.906 13.679 11.025 -0.231 -0.041 -0.063 -0.7556
O -20.103 12.193 12.523 -0.019 0.009 -0.096 -0.7194
H -18.068 11.807 12.645 -0.104 0.168 -0.020 0.1615
H -18.954 10.625 11.736 -0.293 0.091 -0.228 0.1451
H -19.400 12.611 10.060 0.059 -0.105 -0.162 0.1893
H -17.768 11.814 10.203 -0.257 0.076 -0.362 0.1448
H -18.293 14.371 10.461 0.062 0.193 0.069 0.5083
H -20.609 11.454 12.867 0.050 -0.001 0.004 0.4600
C -24.669 16.019 7.595 -0.296 0.244 0.009 -0.0781
C -23.325 16.676 7.417 -0.342 0.178 0.075 -0.0792
O -22.849 17.114 8.663 0.061 -0.047 -0.110 -0.7295
O -25.629 16.966 8.087 0.141 -0.149 -0.110 -0.7195
H -24.572 15.181 8.294 0.005 -0.011 -0.031 0.1651
H -25.018 15.659 6.619 0.183 -0.178 0.018 0.1464
H -23.445 17.537 6.743 0.062 -0.168 -0.157 0.1517
H -22.672 15.923 6.958 0.146 0.152 -0.008 0.1724
H -21.894 17.258 8.572 0.104 -0.151 0.300 0.5015
H -26.486 16.539 8.017 -0.057 0.083 0.102 0.4538


Record 3
13
Properties=species:S:1:pos:R:3:forces:R:3:nbo_charge:R:1 method="wB97M-V/def2-TZVPD" max_force_ev_per_a=0.86 relative_energy_ev=3.0043 homo_energy_ev=-9.867 homo_lumo_gap_ev=10.578
O -2.756 0.858 -0.861 0.420 -0.429 0.075 -0.4995
C -1.914 -0.002 -0.844 -0.305 0.115 -0.035 0.4592
C -1.469 -0.715 0.434 -0.183 -0.052 0.049 -0.5980
C -0.023 -0.852 0.459 0.266 -0.319 0.095 0.0246
C 1.182 -0.768 0.424 -0.718 0.477 -0.058 -0.0612
C 2.203 0.291 0.348 0.183 -0.027 -0.031 -0.1254
O 1.489 1.520 0.269 0.407 0.401 0.199 -0.7004
H -1.401 -0.335 -1.767 -0.046 0.050 0.050 0.1190
H -1.826 -0.117 1.283 0.038 -0.262 -0.091 0.2541
H -1.931 -1.707 0.480 -0.208 0.095 -0.058 0.2637
H 2.877 0.272 1.212 -0.028 -0.043 -0.107 0.1894
H 2.801 0.223 -0.563 -0.040 -0.039 0.143 0.2090
H 0.874 1.540 1.016 0.214 0.033 -0.230 0.4654


Record 4
110
Properties=species:S:1:pos:R:3:forces:R:3:lowdin_charge:R:1 method="wB97M-V/def2-TZVPD" max_force_ev_per_a=2.97 relative_energy_ev=2.6797 homo_energy_ev=-9.969 homo_lumo_gap_ev=9.592
C -0.771 3.777 -3.589 -0.329 -0.796 0.109 0.0304
N -0.301 5.025 -2.947 0.826 1.340 0.750 -0.4137
O -0.339 6.079 -3.588 -0.110 -1.448 0.466 0.0537
O 0.107 4.956 -1.784 -0.456 -0.128 -1.252 0.0428
H -0.666 2.947 -2.890 -0.062 0.355 0.183 0.0612
H -0.191 3.508 -4.472 -0.031 0.582 -0.030 0.0887
H -1.821 3.928 -3.839 0.160 0.033 -0.137 0.1070
C -4.063 4.076 1.054 -0.643 0.004 -0.797 0.0545
N -2.816 3.434 0.721 1.037 -0.466 -1.079 -0.4546
O -2.609 3.044 -0.419 -0.276 -0.006 0.123 0.0426
O -2.012 3.384 1.611 0.892 -0.345 0.681 0.0853
H -4.301 3.650 2.029 -0.432 0.771 -0.085 0.1164
H -4.759 3.851 0.246 -0.202 -0.099 0.380 0.0959
H -3.788 5.127 0.966 -0.456 0.128 0.735 0.1186
C -3.765 0.863 -2.235 0.375 0.906 0.055 0.0128
N -4.952 1.220 -1.411 -1.065 -0.997 1.722 -0.4023
O -5.803 1.988 -1.840 1.149 -0.743 0.401 0.0689
O -5.031 0.638 -0.294 0.093 1.261 -2.006 0.0055
H -2.927 0.784 -1.542 -0.198 -0.307 -0.171 0.0594
H -3.574 1.711 -2.893 -0.193 -0.289 -0.114 0.0911
H -3.944 -0.060 -2.786 -0.129 0.169 0.211 0.1038
C -0.439 -1.373 -3.579 0.061 -0.565 0.722 0.0599
N -0.694 0.018 -4.113 -1.473 -1.110 -0.134 -0.3902
O -1.862 0.315 -4.343 0.484 -0.369 0.246 0.0496
O 0.225 0.756 -4.296 1.001 0.372 -0.097 0.0652
H 0.555 -1.455 -3.139 -0.038 0.487 -0.167 0.0779
H -0.561 -2.182 -4.300 0.005 0.660 -0.670 0.1074
H -1.177 -1.622 -2.816 -0.120 0.556 0.109 0.0797
C -0.960 0.228 0.669 0.499 0.519 -0.602 0.0737
N 0.017 0.303 -0.461 1.349 -0.397 -1.534 -0.3693
O -0.098 1.181 -1.302 -0.742 0.213 0.434 0.0314
O 0.952 -0.493 -0.556 -1.027 0.037 0.924 0.0369
H -1.796 0.862 0.374 0.051 -0.283 0.027 0.0669
H -0.408 0.744 1.455 -0.132 -0.482 0.459 0.1013
H -1.211 -0.825 0.794 0.277 0.369 0.381 0.0619
O 2.744 1.092 -6.932 0.976 1.004 1.083 -0.3540
S 3.675 1.520 -5.880 -0.130 -0.837 0.582 0.7256
O 5.095 1.689 -6.200 -1.555 0.160 0.415 -0.3447
C 3.011 2.965 -4.837 0.720 0.418 0.399 -0.1552
C 2.824 2.464 -3.330 -1.075 0.183 -2.758 -0.2113
C 3.646 1.238 -3.206 0.835 -1.641 -0.322 -0.2400
C 3.477 0.351 -4.477 -0.745 0.685 0.264 -0.2037
H 2.124 3.352 -5.340 -0.236 -0.464 0.162 0.0786
H 3.691 3.817 -4.845 0.507 -0.351 -0.366 0.0913
H 3.146 3.125 -2.525 -0.518 0.560 -0.454 0.1138
H 1.769 2.193 -3.345 0.008 0.184 0.980 0.0695
H 3.304 0.723 -2.308 0.334 -0.357 0.026 0.0998
H 4.674 1.580 -3.093 0.284 -0.495 0.090 0.1204
H 2.435 0.034 -4.529 -0.236 0.432 -0.097 0.0622
H 3.977 -0.608 -4.613 0.913 0.527 0.113 0.1052
O 4.735 0.963 2.800 -1.992 1.244 -0.822 -0.3349
S 3.455 1.509 2.301 0.238 -1.630 0.753 0.7382
O 2.279 0.585 2.316 1.829 1.530 -0.410 -0.3561
C 2.870 3.099 3.023 0.701 -0.835 -0.435 -0.1891
C 1.762 3.442 2.024 -0.471 -0.575 0.557 -0.2026
C 2.346 3.154 0.601 -0.476 0.195 0.019 -0.1989
C 3.639 2.348 0.727 -0.129 -0.380 -0.631 -0.2403
H 3.694 3.800 2.889 0.201 -0.109 0.483 0.1059
H 2.705 2.805 4.060 -0.557 0.609 0.034 0.1031
H 0.943 2.767 2.271 -0.006 -0.287 -0.418 0.0869
H 1.256 4.401 2.132 0.743 0.352 -0.007 0.1170
H 2.567 4.044 0.012 -0.154 0.240 0.278 0.1099
H 1.581 2.620 0.038 0.200 -0.124 -0.101 0.0884
H 4.529 2.970 0.816 -0.066 0.087 0.355 0.1064
H 3.838 1.729 -0.148 -0.231 -0.461 0.285 0.0920
O -2.376 -4.265 0.275 -1.209 1.931 -0.032 -0.3374
S -3.161 -3.015 0.212 -1.684 -1.063 0.783 0.7289
O -2.695 -1.878 -0.550 0.578 -0.092 -0.313 -0.3706
C -4.922 -3.397 -0.325 0.773 -1.013 0.327 -0.1871
C -5.786 -3.228 0.971 0.236 0.535 -1.757 -0.2228
C -4.926 -3.351 2.215 1.250 0.507 -0.801 -0.2070
C -3.681 -2.427 1.957 -0.230 -1.436 -1.688 -0.1453
H -4.916 -4.391 -0.773 0.234 -0.424 0.639 0.0900
H -5.214 -2.820 -1.203 0.147 0.798 0.526 0.0910
H -6.163 -2.220 0.794 -0.507 0.045 0.781 0.1080
H -6.593 -3.957 1.035 -0.079 0.191 -0.295 0.1163
H -4.608 -4.393 2.193 0.142 -0.048 0.783 0.1147
H -5.528 -3.087 3.084 0.414 -0.120 0.147 0.1177
H -2.726 -2.545 2.470 -0.390 -0.004 0.599 0.0845
H -4.018 -1.398 1.825 0.333 0.083 0.027 0.0952
O 0.942 -5.223 1.684 -0.102 2.503 -1.296 -0.3605
S 0.881 -3.875 1.043 0.497 -2.271 -0.506 0.7291
O 0.054 -2.865 1.676 0.255 -0.101 -0.205 -0.3563
C 2.608 -3.274 0.753 -0.318 -0.705 -0.448 -0.1764
C 2.806 -3.103 -0.801 -0.307 0.286 1.679 -0.2022
C 1.816 -3.982 -1.564 -0.443 -0.942 0.830 -0.2110
C 0.463 -4.026 -0.793 0.709 1.524 0.332 -0.1853
H 3.273 -4.049 1.133 -0.238 -0.058 0.169 0.0965
H 2.709 -2.377 1.365 0.071 0.157 -0.326 0.0861
H 2.682 -2.028 -0.935 0.087 -0.181 -0.719 0.0807
H 3.776 -3.478 -1.126 0.252 0.620 0.352 0.1129
H 2.283 -4.965 -1.620 -0.230 -0.163 -0.197 0.1112
H 1.738 -3.575 -2.572 -0.397 -0.241 -0.049 0.1006
H -0.356 -4.733 -0.919 0.652 -0.383 -0.129 0.0852
H 0.069 -3.047 -1.067 -0.561 0.179 0.599 0.0594
O 2.944 0.076 5.590 -2.030 -0.698 0.094 -0.3561
S 1.499 -0.246 5.609 0.509 1.637 0.713 0.7220
O 0.568 0.923 5.649 1.326 -2.318 -0.463 -0.3719
C 1.109 -1.466 4.328 -0.339 0.109 -0.419 -0.2395
C 0.358 -2.662 4.987 0.770 1.134 -0.758 -0.2063
C 0.971 -2.785 6.336 1.580 0.798 2.154 -0.2418
C 1.075 -1.371 7.003 -0.258 -0.516 -1.673 -0.1940
H 2.034 -1.811 3.865 0.112 0.334 0.187 0.1003
H 0.562 -0.873 3.595 -0.096 -0.413 -0.137 0.0745
H -0.699 -2.397 5.001 -0.109 -0.617 0.031 0.1200
H 0.642 -3.582 4.477 -0.846 0.142 -0.526 0.1130
H 2.002 -3.132 6.271 0.165 -0.141 -0.488 0.1162
H 0.542 -3.514 7.024 -0.537 0.171 -0.090 0.1153
H 1.910 -1.233 7.690 -0.636 -0.081 0.464 0.1008
H 0.045 -1.113 7.248 0.394 0.548 0.798 0.0980


Record 5
88
Properties=species:S:1:pos:R:3:forces:R:3:lowdin_charge:R:1 method="wB97M-V/def2-TZVPD" max_force_ev_per_a=2.81 total_charge=+1 homo_energy_ev=-11.582 homo_lumo_gap_ev=7.279
C -1.102 -1.829 4.298 0.191 -1.421 1.735 0.1496
C -1.487 -1.256 3.345 0.121 1.108 -1.871 -0.1664
C -2.030 -0.470 2.243 0.151 1.783 1.476 -0.3102
C -3.509 -0.911 2.148 -0.364 -0.928 0.432 -0.1427
C -3.768 -2.409 2.132 0.026 -0.254 0.144 -0.7688
O -3.791 -3.062 1.149 0.129 -0.249 -0.625 0.0503
Br -4.203 -3.287 3.813 -0.028 0.337 -0.068 0.7887
C -2.016 1.067 2.691 -0.506 0.573 -2.131 -0.6772
S -3.536 2.015 2.332 -1.345 -0.758 0.908 0.7034
P -1.854 1.374 4.591 1.598 -0.648 0.594 0.5793
O -3.096 0.510 5.148 -0.524 0.470 -0.278 -0.3501
Br -2.475 3.503 4.876 -0.049 -0.140 -0.181 0.3701
C -0.802 1.770 1.801 -1.893 1.417 1.497 -0.7204
O 0.005 2.356 2.761 0.437 -0.610 -0.014 -0.1237
S -1.467 3.227 0.970 1.487 1.141 -1.024 0.8468
N -0.094 0.702 0.934 -1.480 -0.713 0.602 -0.0359
C 0.148 0.977 -0.544 1.232 0.906 -1.528 -0.1331
C 1.427 1.681 -1.020 -0.259 0.413 0.025 -0.2808
C 1.570 3.162 -0.670 0.804 -0.634 0.192 -0.6685
I 0.506 4.407 -2.012 -0.115 0.076 0.160 0.8748
S 1.543 0.238 1.620 2.561 0.167 -1.155 0.8395
O 2.049 -0.751 0.738 -1.001 -0.897 0.106 -0.1836
O 2.332 1.417 1.682 -0.858 0.799 0.461 -0.1928
C 1.703 -0.458 3.334 0.723 -0.478 1.702 -0.4375
F 0.994 0.135 4.285 -0.079 0.029 -0.637 0.1250
F 1.521 -1.780 3.368 -0.198 0.517 -0.629 0.1393
C 3.242 -0.221 3.749 -0.031 -0.599 0.762 -0.5521
F 3.429 -1.078 4.772 -0.062 0.433 -0.481 0.1834
F 3.421 1.007 4.217 0.080 -0.414 -0.658 0.2034
F 4.090 -0.548 2.780 -0.269 0.488 0.267 0.1888
C -1.190 -0.427 0.903 -2.230 -1.321 0.837 -0.3077
C -0.714 -1.844 0.705 0.749 -0.846 -0.794 -0.1114
O -0.048 -2.077 -0.523 -0.040 0.354 -0.382 -0.1518
O -0.418 -3.397 -0.935 -0.048 -0.176 0.284 0.0370
O -2.174 0.060 0.047 0.765 -0.111 -0.397 -0.0936
C -2.620 -0.735 -1.066 -0.143 0.588 -1.135 -0.1124
C -3.711 0.057 -1.805 0.017 -1.114 -0.368 -0.2867
C -3.316 0.100 -3.283 0.244 0.106 0.232 -0.0549
C -5.116 -0.592 -1.581 -0.478 1.024 -0.074 -0.3752
C -6.076 0.529 -1.128 0.605 -0.534 0.151 -0.0496
C -5.705 -1.281 -2.799 0.141 -0.324 -0.273 -0.0758
H -0.897 -2.425 5.154 0.252 0.052 0.092 0.0862
H -3.986 -0.564 3.055 0.094 0.237 0.179 0.0829
H -4.090 -0.518 1.325 0.276 0.096 -0.341 0.0984
H -4.041 1.479 1.207 0.401 -0.160 -0.084 -0.1072
H -3.964 0.878 4.916 -0.110 -0.110 0.031 0.0545
H 0.269 3.252 2.500 0.303 -0.070 -0.107 0.0973
H -1.956 2.877 -0.225 -0.013 -0.475 0.128 -0.0898
H 0.083 0.054 -1.104 0.045 -0.486 0.537 0.1246
H -0.629 1.601 -0.963 -0.518 0.043 0.651 0.0835
H 2.341 1.143 -0.805 0.062 -0.093 0.169 0.0908
H 1.325 1.668 -2.103 -0.007 -0.391 -0.183 0.0981
H 2.624 3.395 -0.772 0.084 0.323 -0.237 0.0506
H 1.335 3.364 0.365 -0.388 0.307 0.019 0.0089
H -1.585 -2.494 0.737 -0.265 0.116 -0.024 0.1322
H -0.068 -2.201 1.505 0.047 0.354 0.309 0.1335
H -0.541 -3.288 -1.887 0.030 0.129 -0.088 0.1160
H -3.023 -1.707 -0.798 0.200 -0.100 0.559 0.1259
H -1.796 -0.882 -1.758 0.295 -0.089 0.108 0.1151
H -3.705 1.090 -1.461 -0.053 0.063 0.349 0.1263
H -4.053 0.606 -3.894 -0.052 0.155 -0.117 0.0877
H -2.358 0.611 -3.366 0.041 0.222 -0.178 0.0825
H -3.165 -0.896 -3.687 -0.089 -0.175 -0.061 0.0856
H -5.059 -1.338 -0.790 0.119 -0.073 0.158 0.1145
H -7.117 0.257 -1.251 -0.180 0.021 0.020 0.0832
H -5.884 0.734 -0.075 -0.157 0.264 0.143 0.0603
H -5.842 1.421 -1.700 -0.294 0.240 -0.107 0.0846
H -5.947 -0.588 -3.599 -0.070 0.219 -0.028 0.0846
H -5.043 -2.026 -3.233 0.127 -0.160 0.038 0.0796
H -6.621 -1.800 -2.534 -0.152 -0.016 0.123 0.0874
C 4.998 -0.736 -1.839 -0.517 0.073 0.377 -0.0478
C 5.967 -1.901 -2.102 -0.116 0.192 -0.538 -0.4420
C 7.353 -1.839 -1.454 0.201 -0.209 0.170 -0.3075
F 8.054 -0.776 -1.891 -0.095 0.032 -0.009 0.1006
F 8.037 -2.954 -1.789 -0.077 -0.004 -0.008 0.1062
F 6.082 -2.090 -3.432 0.083 -0.003 0.022 0.1401
F 5.364 -3.012 -1.590 0.019 0.018 0.232 0.1050
O 4.892 0.276 -2.827 0.403 -0.227 -0.284 0.0408
C 5.751 1.347 -2.851 -0.372 -0.219 0.527 -0.5411
C 6.600 1.380 -4.125 0.103 0.091 -0.281 -0.2880
F 7.322 0.252 -4.241 -0.016 -0.002 0.061 0.1096
F 7.448 2.427 -4.056 -0.039 0.033 0.050 0.1085
F 6.501 1.392 -1.737 0.155 0.091 -0.089 0.1531
F 4.981 2.461 -2.849 -0.013 0.151 -0.080 0.1339
H 4.011 -1.195 -1.831 0.009 -0.069 -0.081 0.1414
H 5.138 -0.314 -0.843 0.262 0.006 -0.017 0.1421
H 7.270 -1.795 -0.364 -0.038 0.028 -0.013 0.1732
H 5.960 1.486 -5.003 -0.047 0.018 0.042 0.1774


Computed values of total energy (unit: eV) for the preceding records, in sequence: -5792.5225, -24853.7035, -9374.0914, -129375.8428, -271669.8756.